Density functional theory data (wB97M-V/def2-TZVPD) for a cluster of 12 separate species, C7H37NO11 in total in a non-equilibrium geometry.

Each line ends with the Löwdin charge.
Cartesian coordinates (Å):
C 0.36 0.05 -0.09  -0.202
N 0.03 -1.37 -0.37  -0.056
C 0.81 -2.32 0.47  -0.208
C 0.15 -2.61 1.83  -0.184
C 0.87 -1.72 2.76  -0.174
C 0.37 -1.35 3.96  0.014
C -0.75 1.12 0.30  -0.179
C -1.65 1.20 -1.02  -0.057
H 1.05 0.14 0.85  0.122
H 0.72 0.42 -1.09  0.096
H -0.89 -1.69 -0.39  0.018
H 1.76 -1.78 0.40  0.106
H 0.81 -3.27 -0.04  0.101
H -0.88 -2.53 2.02  0.092
H 0.20 -3.65 2.17  0.117
H 1.89 -1.36 2.54  0.104
H -0.58 -1.37 4.29  0.027
H 0.86 -0.79 4.61  0.004
H -1.36 0.72 1.18  0.086
H -0.30 1.96 0.66  0.052
H -2.10 0.14 -1.08  0.077
H -2.49 1.82 -0.79  0.054
H -1.21 1.52 -1.85  0.001
H 3.08 3.17 -2.29  0.020
H 2.98 1.82 -2.74  0.118
O 2.45 2.50 -2.06  -0.133
H -4.98 -0.09 -1.01  0.045
H -4.09 -0.27 0.22  -0.039
O -4.50 -0.72 -0.50  -0.043
H 2.90 2.37 2.60  -0.009
H 3.24 0.92 2.97  0.073
O 2.82 1.75 3.32  -0.065
H -3.03 0.79 2.43  0.110
H -3.85 -0.50 2.36  0.094
O -3.81 0.38 1.86  -0.115
H 4.16 0.10 -3.37  0.118
H 2.87 -0.42 -2.45  0.010
O 3.61 0.17 -2.50  -0.091
H 0.81 3.08 -3.05  -0.146
H -0.51 3.27 -3.49  0.013
O 0.37 3.56 -3.57  0.050
H 2.89 3.29 0.61  -0.026
H 4.26 2.51 0.30  0.054
O 3.67 2.97 0.87  0.018
H -2.61 -1.50 -3.17  -0.005
H -2.44 -2.66 -2.49  0.042
O -2.34 -2.36 -3.48  -0.097
H 0.81 1.54 3.21  -0.037
H 0.01 1.36 4.37  -0.005
O -0.08 1.54 3.48  -0.016
H 1.24 -1.57 -4.57  0.074
H 0.28 -1.08 -3.52  0.045
O 1.14 -0.80 -3.94  -0.099
H -3.35 -3.51 -0.93  0.091
H -3.03 -2.00 -0.24  0.065
O -2.63 -2.91 -0.56  -0.128

Results
- SMILES: C=CCCNCCC.O.O.O.O.O.O.O.O.O.O.O
- Orbital gap: 0.309 hartree
- Charge: 0